Arrangement one

22
Properties=species:S:1:pos:R:3 method="wB97M-V/def2-TZVPD" orbital_gap_ev=8.97 e_lumo_ha=0.0286 smiles="C=C(N)C[C@@H](C)N.O"
C 0.903 2.295 -1.154
C 0.130 1.244 -1.220
N -0.318 0.817 -2.479
C -0.474 0.519 -0.003
C 0.104 -0.872 -0.057
C 1.453 -1.176 0.673
N -1.159 -1.652 0.288
H 1.252 2.748 -2.046
H 1.202 2.974 -0.298
H -0.054 1.290 -3.294
H -0.509 -0.120 -2.603
H -1.462 0.421 -0.025
H -0.074 1.066 0.807
H 0.404 -1.150 -1.095
H 1.469 -1.844 1.536
H 2.092 -1.724 0.040
H 1.743 -0.076 0.866
H -1.636 -1.524 1.115
H -0.905 -2.574 -0.170
O -0.647 -0.661 3.060
H -0.229 -0.068 2.606
H -0.478 -0.340 3.989

***

Arrangement two

22
Properties=species:S:1:pos:R:3 method="wB97M-V/def2-TZVPD" orbital_gap_ev="8.45 / 8.46" e_lumo_ha="0.0337 / 0.0337"
C -0.818 -0.334 -0.146
C -0.898 1.563 0.430
C 1.863 -1.504 -1.438
C 0.581 -0.562 1.810
C -0.421 2.383 -0.734
N 0.406 -0.193 0.406
N -1.787 -1.194 0.309
O 1.010 -1.831 -0.401
H -0.858 -0.137 -1.213
H -2.479 -1.479 -0.364
H -1.636 -1.664 1.189
H -1.975 1.540 0.582
H -0.416 1.818 1.368
H 2.887 -1.269 -1.097
H 1.510 -0.625 -2.017
H 1.933 -2.342 -2.151
H 1.259 0.156 2.267
H 1.033 -1.550 1.868
H -0.321 -0.574 2.429
H 0.613 2.126 -0.977
H -1.033 2.223 -1.623
H -0.454 3.450 -0.498

***

Arrangement three

22
Properties=species:S:1:pos:R:3 method="wB97M-V/def2-TZVPD" orbital_gap_ev=8.04 e_lumo_ha=0.0335 smiles="C/C(N)=C/N.CCO"
C 1.318 2.285 0.407
C 0.163 1.433 -0.060
N -0.064 1.526 -1.470
C -0.878 1.198 0.802
N -1.917 0.356 0.450
H 1.400 2.283 1.489
H 1.202 3.323 0.095
H 2.247 1.908 -0.020
H -0.044 2.467 -1.834
H -0.860 1.000 -1.802
H -0.782 1.432 1.856
H -2.406 -0.052 1.234
H -1.587 -0.380 -0.192
C 0.312 -2.411 0.759
C 0.452 -1.618 -0.533
O -0.611 -1.859 -1.451
H 1.209 -2.299 1.362
H -0.535 -2.044 1.339
H 0.169 -3.482 0.568
H 1.396 -1.895 -1.021
H 0.510 -0.365 -0.361
H -0.694 -2.806 -1.617

***

Arrangement four

22
Properties=species:S:1:pos:R:3 method="wB97M-V/def2-TZVPD" orbital_gap_ev=9.51 e_lumo_ha=0.0327 smiles="N/C=C/N.CC(C)O"
N 2.225 -0.171 1.384
C 2.437 -0.327 -0.009
C 2.566 0.687 -0.836
N 2.685 0.462 -2.244
H 2.788 -0.809 1.923
H 1.257 -0.248 1.659
H 2.501 -1.337 -0.410
H 2.525 1.706 -0.466
H 3.402 1.058 -2.640
H 1.818 0.689 -2.719
C -3.215 -0.561 0.382
C -1.808 -0.153 0.777
C -1.178 0.815 -0.202
O -0.936 -1.285 0.842
H -3.656 -1.209 1.143
H -3.212 -1.092 -0.569
H -3.859 0.316 0.301
H -1.852 0.305 1.771
H -1.811 1.693 -0.314
H -1.069 0.335 -1.175
H -0.192 1.129 0.131
H -1.414 -2.003 1.269

***

arrangement four takes first place; second place is 0.848 eV up.

***

Arrangement one

22
Properties=species:S:1:pos:R:3 method="wB97M-V/def2-TZVPD" orbital_gap_ev=9.21 e_lumo_ha=0.0312 smiles=C[C@@H](CCO)NCN
C 1.756 -0.608 1.237
C 1.055 0.063 0.141
C 0.638 -1.008 -0.906
C 0.399 -0.550 -2.325
O -0.958 -0.516 -2.407
N -0.074 0.881 0.493
C -1.236 0.479 1.345
N -1.546 1.400 2.465
H 1.876 0.087 2.144
H 1.178 -1.552 1.606
H 2.638 -0.950 0.838
H 1.831 0.693 -0.412
H 1.418 -1.924 -0.950
H -0.207 -1.530 -0.505
H 0.694 -1.238 -3.114
H 0.711 0.549 -2.673
H -1.364 -1.182 -2.964
H -0.240 1.393 -0.341
H -2.144 0.290 0.858
H -0.808 -0.480 1.720
H -0.786 1.340 3.185
H -1.463 2.412 2.202

***

Arrangement two

22
Properties=species:S:1:pos:R:3 method="wB97M-V/def2-TZVPD" orbital_gap_ev=9.94 e_lumo_ha=0.0369 smiles=CCNC[C@@H](N)CO
C -2.891 0.337 -0.552
C -1.793 -0.588 -1.133
N -0.421 -0.173 -0.965
C -0.111 0.229 0.403
C 1.382 0.495 0.699
N 1.462 0.632 2.141
C 2.389 -0.480 0.093
O 2.353 -0.513 -1.318
H -3.727 0.336 -1.257
H -3.303 -0.043 0.382
H -2.526 1.352 -0.437
H -2.061 -0.833 -2.151
H -1.857 -1.533 -0.587
H -0.150 0.561 -1.610
H -0.428 -0.576 1.062
H -0.641 1.144 0.678
H 1.588 1.477 0.249
H 2.398 0.906 2.414
H 1.185 -0.239 2.589
H 3.380 -0.112 0.348
H 2.275 -1.484 0.507
H 1.496 -0.893 -1.556

***

Arrangement three

22
Properties=species:S:1:pos:R:3 method="wB97M-V/def2-TZVPD" orbital_gap_ev=10.12 e_lumo_ha=0.0359 smiles="C=NCC.NCCO"
C 2.024 0.445 1.708
N 0.933 -0.115 1.334
C 0.820 -1.436 1.952
C -0.512 -2.055 1.592
H 2.714 -0.072 2.396
H 2.357 1.379 1.255
H 1.661 -2.060 1.590
H 0.956 -1.328 3.046
H -0.674 -3.042 2.042
H -1.318 -1.384 1.915
H -0.588 -2.145 0.493
N -0.906 1.910 -0.328
C -1.396 1.268 -1.575
C -0.156 0.774 -2.281
O -0.722 0.149 -3.459
H -0.675 1.100 0.367
H -1.627 2.453 0.096
H -1.762 2.082 -2.239
H -2.130 0.451 -1.601
H 0.457 0.058 -1.713
H 0.483 1.638 -2.551
H 0.063 -0.069 -4.040

***

Arrangement four

22
Properties=species:S:1:pos:R:3 method="wB97M-V/def2-TZVPD" orbital_gap_ev="7.66 / 7.66" e_lumo_ha="0.0229 / 0.0229"
C -1.589 0.384 0.259
C 1.593 -1.144 -0.095
C 1.269 0.290 0.945
C -2.143 0.428 1.645
C 2.073 -0.783 -1.484
N -1.052 -1.082 -1.498
N -1.627 1.529 -0.511
O -1.502 -0.794 -0.256
H -1.015 -0.214 -2.046
H -1.204 1.496 -1.430
H -1.928 2.366 -0.036
H 0.908 -1.984 -0.071
H 2.426 -1.477 0.522
H -3.173 0.791 1.638
H 0.626 1.154 0.795
H 2.255 0.752 0.887
H 1.159 -0.122 1.944
H -2.158 -0.572 2.062
H -1.541 1.081 2.278
H 2.662 -1.605 -1.897
H 1.248 -0.593 -2.173
H 2.715 0.100 -1.480

***

arrangement two takes first place; second place is 1.136 eV up.